--- A ---
{"formula": "C6H9NO", "method": "ωB97M-V/def2-TZVPD", "symbols": ["C", "C", "C", "C", "C", "C", "H", "H", "H", "H", "H", "H", "H", "H", "H", "N", "O"], "xyz": [[-0.1646, -0.1103, -1.4761], [-1.1981, -0.5673, -0.5227], [-0.4023, -1.1714, 0.5454], [0.8775, -0.5699, 0.6579], [0.9576, 1.0531, 0.4780], [0.0037, 1.2180, -0.5975], [-2.0527, -1.1105, -0.9276], [-0.9398, -0.7681, 1.3373], [-0.3690, -2.2204, 0.6860], [1.4509, -0.9662, -0.2773], [1.5662, -0.7400, 1.5635], [2.0163, 1.2004, 0.1084], [0.5423, 1.8103, 1.2480], [0.0058, 2.1073, -1.1130], [-1.2504, 0.6889, 0.8517], [-1.3709, 0.7847, -0.1860], [0.3273, -0.6386, -2.3759]], "mulliken_charge": [0.285, -0.065, -1.018, -0.596, -0.612, -0.320, 0.454, 0.369, 0.463, 0.260, 0.338, 0.333, 0.307, 0.568, 0.318, -0.557, -0.529], "homo_energy_ev": -9.18, "gap_ev": 10.11, "total_charge": 0}

--- B ---
{"formula": "C6H9NO", "method": "ωB97M-V/def2-TZVPD", "symbols": ["C", "C", "C", "C", "C", "C", "H", "H", "H", "H", "H", "H", "H", "H", "H", "N", "O"], "xyz": [[2.2808, -0.3542, -0.4016], [0.1696, -0.4698, -1.4337], [-0.5669, 0.0379, -0.2183], [-1.9086, -0.1313, -0.0463], [-1.9626, 0.5341, 1.2555], [-0.3454, 0.5062, 1.1507], [2.6653, -1.8043, 0.1440], [1.6886, 0.4407, 0.8869], [3.3026, 0.4648, -1.0523], [1.7041, -0.8377, -2.3540], [-2.8368, 0.0567, -0.9221], [-2.5392, 0.1516, 2.2092], [-2.6070, 1.4021, 1.0935], [0.1094, 1.5573, 1.3170], [-0.1445, -0.0380, 2.1988], [1.4923, -0.4851, -1.5586], [-0.5016, -1.0308, -2.2689]], "mulliken_charge": [-0.708, 0.487, 0.632, -0.441, -0.464, -0.954, 0.196, 0.282, 0.244, 0.149, 0.239, 0.251, 0.201, 0.359, 0.225, -0.079, -0.620], "homo_energy_ev": -9.23, "gap_ev": 9.44, "total_charge": 0}

--- C ---
{"formula": "C6H9NO", "method": "ωB97M-V/def2-TZVPD", "symbols": ["C", "C", "N", "C", "C", "C", "C", "O", "H", "H", "H", "H", "H", "H", "H", "H", "H"], "xyz": [[1.7541, 1.3898, 0.6115], [0.0147, -0.0739, -2.0656], [-0.2577, -0.2253, 1.5012], [0.5144, 0.6089, 0.4313], [-0.8948, -0.8826, 0.3177], [-0.0621, -0.1220, -0.5833], [-1.9655, -1.6683, 0.3560], [-0.6907, 1.0543, 1.7689], [0.1263, -0.7700, 2.2808], [2.6352, 0.7800, 0.4268], [1.8251, 1.7620, 1.6350], [1.7591, 2.2659, -0.0387], [-0.9073, 0.3157, -2.5064], [0.1784, -1.0745, -2.4786], [0.8446, 0.5672, -2.3885], [-2.4540, -1.9034, 1.2889], [-2.4198, -2.0238, -0.5570]], "mulliken_charge": [-1.206, -1.326, 0.302, 0.647, 0.385, 0.119, -1.026, -0.648, 0.296, 0.283, 0.375, 0.304, 0.272, 0.307, 0.354, 0.285, 0.277], "homo_energy_ev": -7.14, "gap_ev": 8.04, "total_charge": 0}

Most stable pick: A. Distance to second place: 2.158 eV.

--- A ---
{"formula": "C6H9NO", "method": "ωB97M-V/def2-TZVPD", "symbols": ["C", "C", "C", "C", "C", "C", "O", "N", "H", "H", "H", "H", "H", "H", "H", "H", "H"], "xyz": [[0.4680, -0.0190, -0.4632], [-0.8146, -0.4505, 1.3481], [1.8448, -0.1308, 0.1743], [0.0132, 1.4093, -0.7001], [-0.8116, -1.2078, 0.1044], [-2.1402, -0.7173, -0.4351], [-0.4438, -2.3928, -0.0613], [-3.1818, -0.4470, -0.8500], [0.5369, -0.5050, -1.4394], [-0.6658, -1.0227, 2.2613], [-1.1619, 0.5685, 1.4671], [2.5846, 0.2876, -0.5121], [0.0512, 2.0088, 0.2107], [1.9116, 0.4590, 1.0899], [2.0895, -1.1723, 0.3713], [0.6972, 1.8740, -1.4147], [-0.9773, 1.4581, -1.1512]], "mulliken_charge": [0.298, -0.794, -1.373, -1.431, 1.235, 0.057, -0.714, -0.460, 0.286, 0.303, 0.314, 0.408, 0.349, 0.330, 0.365, 0.427, 0.401], "homo_energy_ev": [-9.15, -9.24], "gap_ev": [7.39, 7.71], "total_charge": 0}

--- B ---
{"formula": "C6H9NO", "method": "ωB97M-V/def2-TZVPD", "symbols": ["C", "C", "C", "C", "C", "C", "H", "H", "H", "H", "H", "H", "H", "H", "H", "N", "O"], "xyz": [[-1.7274, -0.5257, 0.4602], [-0.3757, 0.8115, -0.6606], [0.3336, 0.5998, 0.7282], [1.8778, 0.4971, 0.5210], [0.3325, -0.6612, -0.8050], [-0.3527, -0.8701, 0.5393], [-2.6006, -1.1969, 0.1517], [-2.1583, -0.1860, 1.4841], [-2.2462, 0.6055, -1.1465], [-0.1305, 1.6230, -1.4254], [0.1317, 1.4012, 1.5233], [2.4896, 0.2235, 1.4676], [2.2975, 1.4827, -0.1130], [0.2055, -1.4262, -1.5046], [0.0168, -1.6781, 1.1885], [-1.7687, 0.6851, -0.2930], [1.7309, -0.5942, -0.5342]], "mulliken_charge": [-0.750, -0.276, -0.150, -0.526, -0.222, -0.238, 0.320, 0.262, 0.288, 0.382, 0.324, 0.300, 0.242, 0.544, 0.431, -0.453, -0.480], "homo_energy_ev": -8.32, "gap_ev": 9.38, "total_charge": 0}

--- C ---
{"formula": "C6H9NO", "method": "ωB97M-V/def2-TZVPD", "symbols": ["C", "C", "C", "N", "C", "C", "C", "O", "H", "H", "H", "H", "H", "H", "H", "H", "H"], "xyz": [[-1.3778, -1.8326, -0.8201], [-0.5893, -0.7934, -0.0867], [0.6030, 1.3759, -0.0665], [-0.3061, -1.0859, 1.2317], [1.9435, 0.5655, -0.2481], [-0.3582, 0.4343, -0.6114], [0.4463, 2.4773, 0.6589], [2.3496, 0.0144, -1.2378], [0.0685, -0.3399, 1.8034], [-0.7185, -1.9079, 1.6353], [2.5963, 0.8235, 0.6086], [-0.6777, 0.6378, -1.6233], [-2.0470, -2.3883, -0.1642], [-0.6967, -2.5427, -1.2894], [-2.0053, -1.3912, -1.6101], [1.2962, 3.0106, 1.0625], [-0.5268, 2.9425, 0.7572]], "mulliken_charge": [-1.308, 0.739, 0.177, -0.414, 0.049, -0.505, -0.808, -0.463, 0.213, 0.204, 0.323, 0.240, 0.389, 0.266, 0.331, 0.270, 0.294], "homo_energy_ev": -7.84, "smiles": "C=C(C=O)/C=C(/C)N", "gap_ev": 8.42, "total_charge": 0}

Most stable pick: C. Distance to second place: 1.709 eV.